C25H66IN20O13P2 | ωB97M-V/def2-TZVPD

Positions of all 127 atoms, in Å:
C (-5.589, -2.606, 0.252)
C (-4.250, -3.387, -0.186)
P (-2.807, -2.190, -0.599)
C (-1.362, -3.280, -1.100)
C (-3.430, -1.056, -2.029)
N (-3.209, -1.704, -3.333)
N (-4.057, -2.685, -3.724)
C (-3.500, -3.981, -4.123)
C (-2.859, -4.355, -5.553)
O (-3.577, -4.958, -3.327)
C (-5.188, -2.274, -4.579)
C (-5.097, -1.283, -5.831)
O (-6.305, -2.798, -4.308)
C (-1.915, -1.552, -3.977)
C (-1.340, -0.064, -3.913)
N (-1.502, 0.634, -2.562)
P (-0.034, 0.565, -1.508)
N (-0.307, -0.249, 0.034)
O (1.186, -0.473, -2.186)
C (-2.869, 0.477, -1.958)
C (-3.868, 1.401, -2.889)
O (-5.046, 0.759, -3.373)
C (-6.199, 0.927, -2.587)
C (-7.372, -0.167, -2.825)
O (-6.464, 1.823, -1.768)
C (-3.124, 1.104, -0.518)
C (-2.482, 2.483, -0.102)
C (-2.034, 3.580, -1.131)
I (-3.960, 3.452, 1.246)
H (-6.227, -2.517, -0.709)
H (-6.230, -3.181, 0.994)
H (-5.388, -1.516, 0.569)
H (-3.906, -3.973, 0.743)
H (-4.448, -4.148, -1.007)
H (-0.496, -2.722, -1.584)
H (-1.604, -4.171, -1.766)
H (-0.934, -3.727, -0.124)
H (-4.564, -1.100, -1.810)
H (-3.087, -5.420, -5.878)
H (-1.716, -4.317, -5.387)
H (-3.088, -3.570, -6.345)
H (-4.653, -1.906, -6.695)
H (-4.345, -0.463, -5.596)
H (-6.145, -0.919, -6.068)
H (-1.072, -2.260, -3.668)
H (-2.066, -1.750, -5.108)
H (-1.898, 0.506, -4.749)
H (-0.248, -0.034, -4.278)
H (-1.459, 1.636, -2.872)
H (0.516, -0.844, 0.250)
H (-0.411, 0.425, 0.803)
H (0.777, -1.269, -2.589)
H (-4.149, 2.377, -2.339)
H (-3.336, 1.802, -3.836)
H (-7.435, -0.457, -3.929)
H (-8.354, 0.350, -2.541)
H (-7.246, -1.073, -2.136)
H (-4.273, 1.233, -0.450)
H (-2.902, 0.390, 0.364)
H (-1.598, 2.267, 0.607)
H (-0.886, 3.699, -1.083)
H (-2.439, 4.607, -0.800)
H (-2.298, 3.472, -2.229)
C (4.739, -0.201, -0.420)
O (4.581, -1.326, -0.880)
N (5.867, 0.180, 0.217)
N (3.785, 0.760, -0.513)
H (6.009, 1.101, 0.600)
H (6.602, -0.509, 0.307)
H (2.930, 0.506, -0.980)
H (3.887, 1.689, -0.147)
C (-3.269, 1.706, 5.205)
O (-2.280, 2.364, 4.897)
N (-4.299, 1.492, 4.347)
N (-3.416, 1.141, 6.423)
H (-5.117, 0.958, 4.576)
H (-4.222, 1.900, 3.428)
H (-2.671, 1.279, 7.085)
H (-4.215, 0.599, 6.696)
C (-1.067, 3.859, 8.573)
O (-0.060, 3.336, 9.030)
N (-1.864, 4.677, 9.308)
N (-1.476, 3.667, 7.295)
H (-2.694, 5.116, 8.953)
H (-1.593, 4.844, 10.263)
H (-0.911, 3.066, 6.717)
H (-2.298, 4.085, 6.901)
C (6.558, 4.130, 1.339)
O (6.408, 3.005, 0.877)
N (7.689, 4.510, 1.978)
N (5.606, 5.090, 1.249)
H (7.833, 5.425, 2.364)
H (8.420, 3.822, 2.065)
H (4.750, 4.846, 0.780)
H (5.710, 6.017, 1.620)
C (9.238, -0.817, -1.089)
O (8.368, -1.513, -0.582)
N (10.490, -1.275, -1.334)
N (9.025, 0.471, -1.450)
H (11.216, -0.721, -1.750)
H (10.687, -2.229, -1.080)
H (8.105, 0.848, -1.284)
H (9.725, 1.058, -1.869)
C (9.191, 2.099, -4.654)
O (10.185, 1.571, -4.178)
N (8.378, 2.913, -3.934)
N (8.815, 1.919, -5.944)
H (7.558, 3.356, -4.306)
H (8.624, 3.072, -2.971)
H (9.394, 1.321, -6.511)
H (8.004, 2.343, -6.354)
C (2.247, -3.400, 1.707)
O (2.304, -2.226, 2.049)
N (2.932, -3.886, 0.643)
N (1.491, -4.317, 2.364)
H (2.896, -4.844, 0.347)
H (3.507, -3.234, 0.128)
H (0.967, -3.993, 3.161)
H (1.430, -5.283, 2.101)
C (-1.449, -1.785, 8.008)
O (-2.352, -1.299, 7.339)
N (-1.192, -3.117, 8.031)
N (-0.629, -1.035, 8.785)
H (-0.458, -3.536, 8.572)
H (-1.780, -3.707, 7.467)
H (-0.787, -0.040, 8.795)
H (0.116, -1.415, 9.340)

ΔE to the lowest compared entry with this formula, charge and spin, kJ/mol: 0.00
Charge: +1
HOMO-LUMO gap, eV: 7.29
Multiplicity: 1
HOMO energy, eV: -10.07


C25H67HgO9 | ωB97M-V/def2-TZVPD

Positions of all 102 atoms, in Å:
Hg (-2.390, 3.197, 4.047)
C (0.003, 0.726, -0.936)
O (-0.740, 0.683, 0.256)
H (-0.625, 0.510, -1.800)
H (0.472, 1.697, -1.099)
H (0.759, -0.059, -0.903)
C (-2.193, -5.924, -1.073)
C (-2.920, -5.639, 0.248)
C (-3.478, -6.868, 0.923)
O (-1.971, -5.008, 1.145)
H (-1.559, -5.123, -1.453)
H (-2.827, -6.231, -1.905)
H (-1.649, -6.861, -0.959)
H (-3.665, -4.907, -0.064)
H (-2.639, -7.563, 0.943)
H (-4.306, -7.327, 0.383)
H (-3.830, -6.611, 1.922)
H (-1.941, -4.069, 0.947)
C (4.310, 5.717, 4.901)
C (3.348, 4.644, 4.426)
C (3.853, 3.220, 4.718)
O (2.138, 4.802, 5.085)
H (3.767, 6.628, 4.650)
H (5.186, 5.797, 4.257)
H (4.531, 5.663, 5.968)
H (3.234, 4.725, 3.345)
H (3.176, 2.456, 4.339)
H (3.867, 3.027, 5.791)
H (4.845, 3.008, 4.320)
H (2.363, 5.540, 5.656)
C (-8.436, -1.050, 4.115)
C (-7.235, -0.487, 3.279)
C (-7.636, -0.273, 1.829)
O (-6.832, 0.726, 3.838)
H (-8.541, -2.131, 4.020)
H (-9.338, -0.476, 3.906)
H (-8.159, -0.954, 5.165)
H (-6.387, -1.158, 3.423)
H (-7.756, -1.225, 1.312)
H (-6.832, 0.280, 1.343)
H (-8.595, 0.236, 1.729)
H (-7.585, 1.319, 3.780)
C (7.458, 3.362, -1.982)
C (7.949, 1.964, -2.212)
C (7.576, 1.278, -3.561)
O (9.336, 1.885, -2.110)
H (6.373, 3.331, -2.083)
H (7.834, 4.053, -2.737)
H (7.764, 3.810, -1.037)
H (7.484, 1.427, -1.385)
H (7.699, 0.198, -3.478)
H (8.164, 1.590, -4.425)
H (6.506, 1.411, -3.719)
H (9.584, 1.845, -1.184)
C (-5.421, 0.383, -9.797)
C (-5.559, -0.627, -8.620)
C (-5.089, -0.082, -7.261)
O (-6.920, -1.034, -8.534)
H (-5.643, -0.097, -10.750)
H (-4.431, 0.838, -9.844)
H (-6.155, 1.167, -9.607)
H (-4.918, -1.490, -8.801)
H (-4.065, 0.277, -7.362)
H (-5.368, -0.643, -6.369)
H (-5.650, 0.846, -7.152)
H (-7.121, -1.564, -9.309)
C (-2.231, -2.835, 8.107)
C (-1.460, -1.600, 8.425)
C (-0.048, -1.827, 8.989)
O (-1.389, -0.941, 7.207)
H (-3.276, -2.547, 7.992)
H (-2.121, -3.429, 9.014)
H (-1.926, -3.476, 7.279)
H (-1.975, -0.984, 9.162)
H (-0.204, -2.616, 9.725)
H (0.342, -0.925, 9.462)
H (0.604, -2.200, 8.199)
H (-1.026, -1.610, 6.623)
C (-0.564, 6.012, -7.524)
C (0.937, 6.086, -7.708)
C (1.771, 4.916, -7.131)
O (1.090, 6.116, -9.124)
H (-0.914, 7.044, -7.530)
H (-0.880, 5.518, -6.605)
H (-1.039, 5.342, -8.240)
H (1.394, 7.046, -7.469)
H (1.349, 3.983, -7.505)
H (1.830, 4.959, -6.044)
H (2.826, 4.969, -7.402)
H (0.581, 6.887, -9.387)
C (6.279, -4.049, 3.366)
C (5.035, -4.019, 2.407)
C (5.027, -5.076, 1.343)
O (3.928, -4.200, 3.252)
H (6.142, -3.399, 4.230)
H (7.172, -3.706, 2.844)
H (6.488, -5.059, 3.718)
H (4.936, -2.994, 2.050)
H (4.132, -4.975, 0.729)
H (5.031, -6.100, 1.717)
H (5.840, -5.005, 0.620)
H (3.143, -4.087, 2.711)

ΔE to the lowest compared entry with this formula, charge and spin, kJ/mol: 642.28
Charge: +1
HOMO-LUMO gap, eV: 1.45
Multiplicity: 1
HOMO energy, eV: -11.39